DFT (wB97M-V/def2-TZVPD) results for CH3N2O4S as an isolated structure at a distorted geometry.

CARTESIAN COORDINATES (ANGSTROEM)
1 C -0.4894 -0.8087 0.0447
2 N 0.1654 -1.1165 1.1753
3 N -0.1907 0.1899 -0.7393
4 O -2.8476 -3.0337 1.4439
5 O -1.3693 -1.7123 -0.2978
6 O -2.3042 -0.5792 1.5116
7 O -0.4801 -2.1403 1.8403
8 S -2.0210 -1.9365 1.2834
9 H 0.7270 -0.5052 1.7642
10 H -0.6873 0.2873 -1.6187
11 H 0.5078 0.8836 -0.5043

Output
* calculated total energy: -848.19358 hartree
* E_HOMO: -16.4074 eV
* molecular weight: 139.11 g mol⁻¹
* gap between HOMO and LUMO: 12.0 eV
* relative energy (zero: lowest compared OMol25 entry of this formula, charge and spin): 24.1 kJ/mol
* total charge: +1



DFT (wB97M-V/def2-TZVPD) results for a 2-piece molecular cluster, CH3N2PS overall at a distorted geometry.

CARTESIAN COORDINATES (ANGSTROEM)
1 C -3.1463 0.1394 0.1263
2 N -4.1885 0.3757 -0.2631
3 N 0.6824 0.8469 0.0706
4 P -0.3423 -0.1579 0.9971
5 S -0.1736 -1.8802 -0.0861
6 H 0.2094 1.0800 -0.7913
7 H 0.8820 1.6989 0.5713
8 H -1.4228 -2.4408 0.0792

Output
* calculated total energy: -888.86393 hartree
* E_HOMO (alpha / beta): -9.5523 / -9.5535 eV
* molecular weight: 106.09 g mol⁻¹
* gap between HOMO and LUMO (alpha / beta): 7.3 / 7.3 eV
* relative energy (zero: lowest compared OMol25 entry of this formula, charge and spin): 271.9 kJ/mol
* total charge: 0



DFT (wB97M-V/def2-TZVPD) results for one molecule with the formula CH3N2PS at a distorted geometry.

CARTESIAN COORDINATES (ANGSTROEM)
1 N -3.8616 1.2816 0.3814
2 C -3.2349 0.4055 0.0194
3 S -2.2058 -1.1744 -0.5779
4 P -0.8229 -0.6570 0.9108
5 N -0.0252 0.5381 -0.0179
6 H 0.1622 -1.6397 0.7680
7 H 0.2382 0.5201 -0.9494
8 H 0.2712 1.3433 0.4043

Output
* calculated total energy: -888.91049 hartree
* E_HOMO: -9.5466 eV
* molecular weight: 106.09 g mol⁻¹
* gap between HOMO and LUMO: 9.3 eV
* relative energy (zero: lowest compared OMol25 entry of this formula, charge and spin): 149.6 kJ/mol
* total charge: 0



DFT (wB97M-V/def2-TZVPD) results for a 2-piece molecular cluster, CH3N2S overall at a distorted geometry.

CARTESIAN COORDINATES (ANGSTROEM)
1 C 0.8050 -0.2512 0.2146
2 N 1.3731 0.9381 0.3692
3 N -0.3931 -0.8481 0.2496
4 S 2.5426 -0.3811 -0.0187
5 H 1.2731 2.6381 -0.2553
6 H -1.2764 -0.4680 0.6285
7 H -0.4884 -1.8249 0.2053

Output
* calculated total energy: -547.13247 hartree
* E_HOMO (alpha / beta): -14.2195 / -14.9143 eV
* molecular weight: 75.12 g mol⁻¹
* gap between HOMO and LUMO (alpha / beta): 6.5 / 8.9 eV
* relative energy (zero: lowest compared OMol25 entry of this formula, charge and spin): 337.8 kJ/mol
* total charge: +1



DFT (wB97M-V/def2-TZVPD) results for a 2-piece molecular cluster, CH3N2S overall at a distorted geometry.

CARTESIAN COORDINATES (ANGSTROEM)
1 C -0.8369 -0.1921 0.1514
2 N -1.6800 -1.2384 0.1296
3 N 0.3504 0.1610 0.2281
4 S -2.4712 0.3515 0.0622
5 H -1.7299 -1.9352 -0.6102
6 H 1.1721 -0.4237 0.2960
7 H 0.8505 2.0218 0.3086

Output
* calculated total energy: -547.11187 hartree
* E_HOMO (alpha / beta): -14.3819 / -14.3736 eV
* molecular weight: 75.12 g mol⁻¹
* gap between HOMO and LUMO (alpha / beta): 6.3 / 6.0 eV
* relative energy (zero: lowest compared OMol25 entry of this formula, charge and spin): 391.9 kJ/mol
* total charge: +1



DFT (wB97M-V/def2-TZVPD) results for a 3-piece molecular cluster, CH3N3O2 overall at a distorted geometry.

CARTESIAN COORDINATES (ANGSTROEM)
1 N 0.2238 1.8101 1.3042
2 C -0.5437 0.9451 1.5876
3 O -1.2321 0.0996 1.9817
4 H 0.3263 2.3956 0.3703
5 N 1.9599 -1.6866 -0.1607
6 N 1.1691 -1.6617 -0.9381
7 O -0.8804 -0.3817 -1.2526
8 H -0.8671 -1.3174 -1.0817
9 H -0.1557 -0.2029 -1.8108

Output
* calculated total energy: -354.67621 hartree
* E_HOMO: -10.8568 eV
* molecular weight: 89.05 g mol⁻¹
* gap between HOMO and LUMO: 11.6 eV
* relative energy (zero: lowest compared OMol25 entry of this formula, charge and spin): 19.3 kJ/mol
* total charge: 0